Entry 1:
A structure of composition C17H34BBaF9N2O14P in a non-equilibrium geometry, computed with the ωB97M-V functional and the def2-TZVPD basis.

XYZ file:
```
79
C17H34BBaF9N2O14P | the OMol25 dataset | the ωB97M-V functional and the def2-TZVPD basis
Ba 1.032 1.368 -1.807
B 0.529 -0.420 0.229
H 1.234 0.258 0.812
H 0.226 -1.341 0.849
H -0.372 0.126 -0.190
H 1.092 -0.699 -0.717
C -1.643 -2.984 1.732
N -1.972 -3.872 0.600
O -1.659 -5.029 0.717
O -2.473 -3.380 -0.387
H -2.091 -3.334 2.658
H -2.057 -1.993 1.552
H -0.579 -2.819 1.851
C -1.296 0.886 2.893
N -2.513 1.495 3.491
O -3.567 0.978 3.172
O -2.380 2.459 4.209
H -1.450 0.850 1.819
H -1.108 -0.102 3.308
H -0.451 1.529 3.128
C 3.045 -1.996 -5.771
O 2.209 -1.003 -5.136
P 0.840 -1.415 -4.458
O 0.189 -0.302 -3.731
O -0.051 -2.007 -5.651
C -0.725 -1.059 -6.495
O 1.182 -2.677 -3.567
C 0.355 -3.017 -2.441
H 4.041 -1.924 -5.338
H 3.123 -1.718 -6.820
H 2.656 -3.005 -5.664
H -0.395 -0.026 -6.380
H -1.789 -1.135 -6.266
H -0.575 -1.338 -7.537
H -0.318 -3.845 -2.661
H -0.290 -2.190 -2.138
H 0.993 -3.230 -1.588
C -4.608 -0.014 -0.011
C -3.308 0.459 -0.614
O -3.651 1.159 -1.846
C -2.713 1.569 -2.633
O -1.534 1.597 -2.355
C -3.247 2.177 -3.935
F -2.598 1.612 -4.952
F -4.539 1.983 -4.072
F -3.023 3.484 -3.985
H -5.115 -0.573 -0.799
H -5.235 0.796 0.353
H -4.465 -0.706 0.817
H -2.632 -0.346 -0.906
H -2.745 1.129 0.036
C 2.181 -0.667 3.781
C 1.837 -0.885 5.224
O 1.578 -2.272 5.483
C 0.417 -2.733 5.080
O -0.500 -2.072 4.669
C 0.295 -4.277 5.174
F 1.508 -4.827 5.192
F -0.410 -4.594 6.265
F -0.382 -4.761 4.133
H 1.423 -1.045 3.084
H 3.044 -1.257 3.463
H 2.291 0.382 3.521
H 1.008 -0.265 5.567
H 2.681 -0.626 5.864
C 2.386 6.558 -0.316
C 2.249 5.047 -0.238
O 2.874 4.577 0.957
C 3.075 3.282 1.037
O 2.847 2.489 0.170
C 3.642 2.878 2.401
F 4.283 1.740 2.296
F 4.417 3.827 2.900
F 2.613 2.726 3.252
H 2.039 6.931 -1.279
H 3.424 6.882 -0.222
H 1.803 7.059 0.455
H 2.629 4.593 -1.152
H 1.170 4.895 -0.135
```

The calculation puts the total energy at -84935.109 eV. The net charge is +1. As for the HOMO-LUMO gap: 0.3521 hartree. The calculation puts the HOMO energy at -12.94 eV. The LUMO energy comes out at -0.1236 hartree.

---

Entry 2:
A structure of composition C21H32ClCsGe2N2O8S in a non-equilibrium geometry, computed with the ωB97M-V functional and the def2-TZVPD basis.

XYZ file:
```
68
C21H32ClCsGe2N2O8S | the OMol25 dataset | the ωB97M-V functional and the def2-TZVPD basis
Cs -0.999 -1.045 1.042
C 5.343 -1.739 1.663
C 4.561 -0.437 1.519
Ge 4.033 0.079 -0.274
C 5.046 -0.779 -1.686
C 6.513 -0.356 -1.728
C 4.182 1.987 -0.470
C 3.272 2.975 -0.554
Ge 1.218 2.871 -0.510
C 1.103 2.070 1.365
C 1.717 2.907 2.485
C 0.725 4.769 0.008
C 0.582 5.732 -1.162
C 3.822 4.335 -0.818
C 4.110 4.763 -2.113
C 4.598 6.044 -2.351
C 4.810 6.921 -1.298
C 4.531 6.503 0.000
C 4.040 5.229 0.235
H 5.528 -1.988 2.713
H 6.322 -1.686 1.174
H 4.801 -2.575 1.221
H 5.125 0.426 1.888
H 3.646 -0.484 2.114
H 4.539 -0.507 -2.615
H 4.938 -1.858 -1.569
H 6.629 0.726 -1.825
H 7.050 -0.805 -2.570
H 7.052 -0.651 -0.823
H 5.233 2.295 -0.552
H 1.546 1.073 1.368
H 0.035 1.922 1.559
H 2.780 3.090 2.298
H 1.648 2.424 3.469
H 1.240 3.886 2.580
H 1.405 5.189 0.755
H -0.240 4.642 0.517
H 1.549 5.929 -1.634
H 0.164 6.708 -0.883
H -0.058 5.310 -1.946
H 3.929 4.082 -2.936
H 4.807 6.356 -3.368
H 5.183 7.922 -1.483
H 4.686 7.177 0.836
H 3.804 4.910 1.242
O -5.140 -0.367 2.296
Cl -3.904 -1.094 2.152
O -3.970 -2.397 2.781
O -2.813 -0.328 2.775
O -3.596 -1.274 0.735
N -5.734 4.600 -0.440
C -4.573 3.833 -0.245
C -3.574 3.780 -1.210
C -2.443 3.021 -0.959
N -2.234 2.331 0.162
C -3.196 2.406 1.083
C -4.368 3.130 0.934
H -5.977 4.720 -1.411
H -6.525 4.255 0.083
H -3.663 4.320 -2.146
H -1.640 2.969 -1.690
H -3.044 1.838 1.992
H -5.112 3.114 1.722
O 1.502 -1.573 1.399
S 1.776 -1.828 -0.019
O 0.561 -2.136 -0.757
O 2.274 -0.442 -0.612
O 2.869 -2.769 -0.230
```

The calculation puts the total energy at -178588.899 eV. The net charge is -2. The value obtained for the relative energy (zero: lowest compared OMol25 entry of this formula, charge and spin) is 1.415 eV. As for the HOMO-LUMO gap: 0.1718 hartree. The calculation puts the HOMO energy at -0.62 eV. The LUMO energy comes out at 0.1490 hartree.

---

Entry 3:
A structure of composition C26H44BrCrN3P2S in a non-equilibrium geometry, computed with the ωB97M-V functional and the def2-TZVPD basis.

XYZ file:
```
78
C26H44BrCrN3P2S | the OMol25 dataset | the ωB97M-V functional and the def2-TZVPD basis
N -6.882 5.162 -4.889
C -6.704 5.701 -3.676
C -5.899 5.105 -2.688
C -5.225 3.876 -2.976
C -5.426 3.348 -4.283
C -6.235 4.044 -5.197
C -4.281 3.264 -2.033
Cr -0.332 0.219 1.178
P 5.155 -0.675 0.636
C -3.406 2.277 -2.374
C -2.182 2.021 -1.612
C -1.055 1.513 -2.285
C 0.177 1.396 -1.620
C 0.216 1.725 -0.299
C -0.914 2.174 0.481
C -2.133 2.315 -0.240
Br 2.068 0.729 0.675
H -4.184 3.746 -1.049
H -3.517 1.737 -3.335
H -5.823 5.600 -1.712
H -4.995 2.411 -4.626
H -7.237 6.637 -3.484
H -6.371 3.652 -6.208
H -1.132 1.263 -3.352
H -3.082 2.634 0.226
H 1.040 1.026 -2.168
H -0.873 2.480 1.532
P -0.712 -1.946 0.606
C 5.219 1.194 0.723
C 6.542 1.817 0.256
H 5.007 1.454 1.769
H 4.371 1.587 0.140
H 6.525 2.895 0.468
H 7.398 1.372 0.780
H 6.677 1.695 -0.826
C 4.343 -1.133 -0.949
C 5.201 -2.202 -1.633
H 4.254 -0.223 -1.554
H 3.322 -1.481 -0.753
H 4.897 -2.333 -2.674
H 6.259 -1.915 -1.624
H 5.098 -3.168 -1.126
C 4.007 -1.345 1.905
C 4.835 -1.868 3.079
H 3.341 -2.115 1.459
H 3.336 -0.504 2.195
H 4.278 -2.627 3.632
H 5.764 -2.325 2.714
H 5.086 -1.043 3.755
C -0.663 -3.165 1.951
C -1.595 -4.365 1.808
H -0.878 -2.622 2.892
H 0.396 -3.469 2.034
H -2.620 -4.128 2.119
H -1.625 -4.762 0.789
H -1.247 -5.173 2.462
C 0.518 -2.515 -0.632
C 0.067 -2.356 -2.085
H 0.758 -3.562 -0.373
H 1.418 -1.910 -0.421
H -0.862 -2.922 -2.278
H -0.071 -1.289 -2.362
H 0.853 -2.774 -2.736
C -2.348 -1.859 -0.198
C -3.580 -1.683 0.708
H -2.430 -2.755 -0.831
H -2.273 -0.997 -0.886
H -4.004 -0.667 0.529
H -4.352 -2.444 0.408
H -3.378 -1.781 1.812
N -0.089 -1.422 5.418
C 0.006 -0.520 4.429
N 1.105 0.283 4.459
S -1.273 -0.348 3.298
H 0.642 -1.514 6.113
H -0.875 -2.054 5.484
H 1.211 0.994 3.729
H 1.373 0.609 5.394
```

The calculation puts the total energy at -160006.316 eV. The net charge is +2. As for the HOMO-LUMO gap (spin up / spin down): 0.1874 / 0.1830 hartree. Its multiplicity is 5. The calculation puts the HOMO energy (spin up / spin down) at -12.29 / -12.28 eV. The LUMO energy (spin up / spin down) comes out at -0.2641 / -0.2684 hartree.